# 1
C32H48AsF6O24 as an isolated structure at a distorted geometry. Source: OMol25; level of theory: ωB97M-V with the def2-TZVPD basis set.

Total energy, a.u.: -5889.09797
Net charge: -1

XYZ file:
```
111
Properties=species:S:1:pos:R:3:forces:R:3:mulliken_charge:R:1
As 0.157 -0.091 -0.214 0.466 1.082 -0.029 2.064
F -0.030 -1.544 0.744 0.061 0.491 -0.404 -0.479
F 0.747 0.810 1.257 -0.401 -0.924 -1.413 -0.535
F 0.343 1.448 -1.164 -0.167 -1.713 0.759 -0.523
F -0.389 -0.990 -1.693 0.385 1.130 1.542 -0.528
F -1.485 0.413 0.238 0.958 -0.497 -0.662 -0.495
F 1.845 -0.556 -0.586 -1.256 0.456 0.192 -0.509
C 2.528 2.543 -7.442 1.036 -0.667 -0.563 -1.345
C 2.684 1.002 -7.589 -1.788 1.340 1.123 0.404
C 1.425 0.229 -7.108 1.484 1.827 2.912 -0.378
O 1.046 -0.592 -8.097 0.577 -2.112 -3.747 -0.318
C 1.939 -0.450 -9.180 -1.898 -1.245 -2.437 0.648
O 1.873 -0.996 -10.284 -0.047 1.124 3.708 -0.559
O 2.798 0.503 -8.894 1.632 0.749 -0.681 -0.351
H 1.611 2.959 -7.860 -0.094 -0.263 0.193 0.337
H 3.363 3.066 -7.909 0.074 -0.115 -0.312 0.362
H 2.672 2.787 -6.390 -0.545 -0.090 0.121 0.375
H 3.486 0.682 -6.924 0.518 0.013 -0.692 0.241
H 0.579 0.838 -6.790 0.162 0.175 0.040 0.307
H 1.889 -0.269 -6.257 -1.123 -0.742 0.369 0.279
C 8.029 -6.065 -2.294 0.191 0.433 -0.691 -1.383
C 6.617 -5.827 -1.781 0.254 -0.148 -1.426 0.518
C 5.522 -5.687 -2.850 -0.049 0.141 -0.716 -0.499
O 4.535 -6.567 -2.337 -2.996 2.423 -3.583 -0.319
C 4.936 -7.279 -1.389 -0.454 -3.350 3.782 0.729
O 4.279 -8.080 -0.749 0.884 0.944 -1.020 -0.602
O 6.215 -7.029 -1.168 1.638 -0.299 1.799 -0.358
H 8.433 -5.167 -2.760 0.126 0.216 0.319 0.375
H 8.047 -6.787 -3.111 -0.478 -0.208 0.018 0.364
H 8.734 -6.474 -1.571 -0.273 0.394 0.355 0.331
H 6.455 -4.950 -1.156 0.628 -0.257 0.680 0.294
H 5.741 -6.002 -3.870 0.473 -0.290 0.092 0.265
H 5.088 -4.693 -2.959 0.038 0.006 0.401 0.286
C 6.243 3.718 1.823 -0.239 0.105 -0.645 -1.413
C 6.768 3.164 0.493 -0.170 0.096 0.746 0.476
C 5.944 3.412 -0.781 -2.400 -2.447 1.617 -0.400
O 6.740 4.030 -1.701 0.664 0.742 -0.929 -0.297
C 7.909 4.294 -1.143 2.733 2.987 -0.688 0.682
O 8.785 4.965 -1.699 -2.064 -2.289 1.727 -0.585
O 7.922 3.884 0.152 1.995 0.560 -0.783 -0.354
H 6.938 3.591 2.653 0.247 -0.136 -0.281 0.343
H 5.325 3.205 2.108 -0.154 0.152 -0.113 0.381
H 6.081 4.788 1.689 -0.273 0.025 0.169 0.356
H 7.026 2.121 0.678 0.078 -0.159 -0.466 0.231
H 5.051 3.967 -0.497 -0.033 0.310 -0.498 0.294
H 5.659 2.455 -1.218 -0.438 0.030 0.137 0.287
C -4.711 -5.135 -2.026 0.434 0.110 -0.369 -1.362
C -3.562 -6.145 -2.189 -0.956 1.729 2.005 0.512
C -2.932 -6.571 -0.857 0.667 -0.784 0.129 -0.417
O -2.936 -8.006 -0.975 -0.631 -0.708 -0.341 -0.366
C -3.775 -8.402 -1.999 0.062 -1.818 1.759 0.675
O -4.116 -9.548 -2.205 0.813 1.999 0.123 -0.552
O -4.237 -7.326 -2.600 0.287 0.235 -1.861 -0.334
H -5.421 -5.499 -1.283 0.098 0.054 0.071 0.366
H -5.242 -5.045 -2.973 0.015 -0.080 -0.051 0.320
H -4.368 -4.131 -1.778 0.137 -0.095 0.220 0.390
H -2.754 -5.710 -2.777 -0.313 -0.745 -1.025 0.259
H -3.441 -6.221 0.041 -0.554 -0.317 -0.085 0.218
H -1.883 -6.338 -0.672 -0.029 0.451 -0.566 0.291
C -8.379 -1.037 3.559 0.920 0.210 -1.107 -1.370
C -8.381 0.514 3.198 -0.126 -2.687 0.837 0.390
C -9.421 0.993 2.223 0.358 -0.903 -0.237 -0.353
O -10.284 1.772 3.029 -1.678 0.932 -1.465 -0.340
C -9.905 1.869 4.297 0.035 0.331 1.541 0.691
O -10.462 2.480 5.199 1.367 -1.537 -2.330 -0.557
O -8.782 1.121 4.403 0.593 1.132 1.891 -0.373
H -7.938 -1.679 2.796 0.232 0.429 -0.643 0.412
H -9.330 -1.549 3.701 -0.377 0.802 0.419 0.340
H -7.702 -1.236 4.390 -0.339 0.377 0.341 0.343
H -7.398 0.831 2.849 0.164 0.016 0.626 0.273
H -9.914 0.123 1.790 -0.566 0.285 0.015 0.252
H -8.919 1.522 1.412 -0.572 0.620 0.116 0.291
C 4.262 -3.956 4.819 0.724 0.304 -0.204 -1.407
C 4.757 -3.024 5.947 -0.678 -1.063 -0.689 0.509
C 3.794 -1.924 6.286 -0.626 0.850 -1.622 -0.436
O 3.521 -2.021 7.663 -0.187 0.387 0.556 -0.315
C 4.077 -3.118 8.182 1.368 -1.085 1.986 0.660
O 4.048 -3.437 9.380 0.040 0.706 -4.383 -0.559
O 4.788 -3.760 7.145 -0.459 -0.462 2.794 -0.364
H 3.208 -4.226 4.883 0.038 0.145 0.344 0.351
H 4.852 -4.871 4.784 0.016 -0.016 0.263 0.345
H 4.418 -3.500 3.841 -0.086 0.272 -0.007 0.391
H 5.751 -2.623 5.747 0.111 -0.218 -0.051 0.248
H 2.873 -2.024 5.713 -0.215 -0.124 0.230 0.282
H 4.215 -0.972 5.962 -0.072 0.307 0.759 0.295
C -1.347 4.451 6.916 0.112 0.458 0.058 -1.361
C -1.692 5.211 5.658 -0.711 -0.908 0.177 0.452
C -2.700 4.487 4.745 1.015 0.403 0.206 -0.402
O -3.634 5.496 4.472 -1.343 0.999 -0.857 -0.312
C -3.429 6.642 5.174 -0.951 1.712 -0.466 0.663
O -4.095 7.674 5.105 1.737 -3.146 0.198 -0.565
O -2.336 6.475 5.938 0.530 -0.066 0.312 -0.361
H -2.233 4.085 7.434 -0.063 0.241 0.035 0.343
H -0.780 5.132 7.550 0.041 -0.273 0.264 0.339
H -0.740 3.578 6.676 0.114 0.087 -0.079 0.373
H -0.813 5.343 5.028 0.185 0.676 0.415 0.248
H -3.236 3.609 5.108 0.248 0.066 0.321 0.304
H -2.063 4.235 3.898 -0.907 -0.269 -0.607 0.279
C -2.927 5.701 -4.304 -1.169 -0.242 0.569 -1.370
C -4.505 5.661 -4.222 3.013 -0.876 0.085 0.499
C -4.947 4.582 -3.283 -1.464 0.392 1.063 -0.407
O -5.783 5.362 -2.295 0.597 -0.954 -0.143 -0.346
C -5.747 6.704 -2.568 -1.508 -0.189 0.922 0.658
O -6.359 7.588 -1.989 1.589 -2.214 -1.124 -0.553
O -4.981 6.866 -3.633 0.536 1.136 -2.060 -0.361
H -2.574 6.014 -3.322 0.233 0.710 -0.255 0.369
H -2.590 6.265 -5.174 0.136 0.308 0.445 0.325
H -2.498 4.701 -4.366 -0.376 -0.275 -0.413 0.402
H -4.789 5.357 -5.230 -1.000 1.212 -0.119 0.234
H -4.132 3.991 -2.864 0.011 0.630 0.858 0.281
H -5.549 3.821 -3.779 -0.584 0.339 0.188 0.270
```
Forces are in eV/Å.

---

# 2
A 11-piece molecular cluster, C8H36F6O10P overall at a distorted geometry. Source: OMol25; level of theory: ωB97M-V with the def2-TZVPD basis set.

Total energy, a.u.: -2019.60913
Net charge: -1

XYZ file:
```
61
Properties=species:S:1:pos:R:3:forces:R:3:mulliken_charge:R:1
P 0.280 -0.015 -1.135 2.334 -1.880 0.176 1.701
F -0.969 -0.126 -0.102 -0.250 -0.068 -0.800 -0.363
F 0.301 -1.623 -1.433 -0.884 0.477 0.410 -0.410
F -0.639 0.203 -2.443 -0.290 0.176 0.395 -0.501
F 1.637 0.043 -2.072 -0.700 0.972 0.252 -0.433
F 0.318 1.591 -0.878 -0.140 -0.485 -0.265 -0.284
F 1.245 -0.274 0.142 0.097 0.428 0.198 -0.485
C 3.210 -2.971 2.297 -0.134 0.167 0.903 -1.231
C 1.829 -3.280 1.696 0.925 0.381 -0.687 0.227
O 1.265 -4.357 2.373 -0.312 -1.227 1.203 -0.586
H 3.600 -1.979 2.067 -0.276 -0.037 -0.363 0.245
H 4.006 -3.693 2.109 -0.247 -0.208 -0.620 0.343
H 3.177 -2.981 3.386 -0.511 0.044 0.212 0.414
H 1.943 -3.592 0.657 0.123 0.450 -0.342 0.262
H 1.148 -2.431 1.735 0.278 0.315 -0.032 0.023
H 0.452 -4.631 1.943 0.015 0.139 -0.091 0.323
C -3.739 0.065 1.882 -1.280 0.938 -0.070 -0.470
C -4.821 -0.589 1.014 1.454 1.116 0.809 -0.370
O -4.499 -1.934 0.871 -0.391 -1.792 -0.074 -0.501
H -3.995 1.124 1.840 0.598 0.370 -0.359 0.153
H -2.748 -0.146 1.482 -0.078 0.109 0.341 -0.044
H -3.870 -0.079 2.954 0.366 -0.901 0.019 0.408
H -4.714 -0.137 0.028 -0.706 0.132 0.030 0.170
H -5.777 -0.435 1.514 -0.296 0.031 -0.427 0.455
H -5.223 -2.457 1.225 0.154 -0.158 -0.094 0.268
C 4.547 -0.211 -0.447 0.529 -2.424 -0.138 -0.574
C 4.999 -1.762 -0.225 0.369 1.389 0.461 -0.355
O 5.869 -2.326 -1.268 -0.929 1.127 0.484 -0.554
H 4.357 -0.097 -1.514 -0.069 0.498 0.195 0.290
H 5.305 0.453 -0.031 0.308 -0.081 -0.566 0.419
H 3.665 0.010 0.155 -0.243 -0.370 -0.300 -0.033
H 4.193 -2.460 0.001 -0.302 0.292 -0.724 0.244
H 5.494 -1.662 0.741 0.684 -0.513 -0.011 0.295
H 6.566 -2.873 -0.897 -0.192 0.125 0.367 0.288
C -2.238 2.907 0.628 -0.098 0.052 -0.945 -0.819
C -1.469 2.776 1.902 0.475 -0.532 0.583 -0.077
O -2.088 3.620 2.853 -0.307 0.269 1.027 -0.590
H -1.994 3.869 0.178 -0.050 0.028 -0.277 0.349
H -3.309 2.913 0.830 0.055 0.085 0.253 0.371
H -2.102 2.117 -0.111 0.395 0.081 0.079 0.057
H -0.401 2.992 1.908 0.125 0.326 -0.805 0.377
H -1.448 1.759 2.294 -0.621 -0.098 0.095 0.102
H -1.721 4.504 2.780 0.053 -0.056 -0.075 0.319
O -1.679 -2.441 -3.505 -0.121 -0.516 -0.134 -0.609
H -0.922 -1.858 -3.556 0.284 0.226 0.265 0.283
H -2.263 -2.136 -4.199 -0.190 0.114 -0.100 0.285
O -3.815 1.338 -3.119 -0.320 0.960 -0.556 -0.669
H -3.512 0.507 -2.755 0.044 -0.799 0.357 0.410
H -3.093 1.635 -3.673 0.081 0.091 -0.114 0.265
O 2.426 2.622 1.986 0.070 -0.054 1.050 -0.704
H 2.107 1.730 1.847 -0.134 -0.254 -0.069 0.293
H 2.355 3.039 1.128 0.086 0.170 -0.722 0.435
O -3.194 -0.696 -1.617 -0.536 -0.008 0.053 -0.679
H -3.019 -1.615 -1.416 0.100 -0.318 -0.132 0.341
H -2.508 -0.214 -1.155 0.274 0.027 0.254 0.148
O 0.011 2.691 -3.555 0.205 0.534 -0.320 -0.685
H -0.889 2.717 -3.879 -0.146 0.027 -0.019 0.286
H 0.015 1.983 -2.911 0.000 -0.174 0.107 0.342
O 2.429 3.128 -0.696 0.606 0.608 0.123 -0.823
H 2.265 2.192 -0.811 -0.081 -0.304 -0.221 0.310
H 1.647 3.553 -1.048 -0.255 -0.016 -0.248 0.347
```
Forces are in eV/Å.

---

# 3
C18H38N3O9TlV2 as an isolated structure at a distorted geometry. Source: OMol25; level of theory: ωB97M-V with the def2-TZVPD basis set.

Total energy, a.u.: -3608.46800
Net charge: +4

XYZ file:
```
71
Properties=species:S:1:pos:R:3:forces:R:3:mulliken_charge:R:1
Tl -7.894 4.706 -7.203 -0.015 -0.031 -0.128 1.000
O -6.294 3.610 2.811 -0.906 1.218 -0.514 -0.408
V -7.006 4.773 2.070 -2.431 0.896 3.242 1.823
O -8.132 5.425 3.057 3.420 -2.122 -2.752 -0.418
O -0.701 9.919 -1.432 0.213 -0.639 -2.685 -0.426
V -1.076 9.626 -2.934 3.225 -0.954 -1.174 1.850
O 0.177 9.227 -3.930 -3.454 1.370 3.841 -0.433
N -3.521 4.799 -2.495 -0.324 3.391 -3.535 1.001
O -2.693 5.739 -2.614 1.128 0.040 0.062 -0.607
O -3.929 4.507 -1.430 -1.045 -1.888 4.565 -0.616
O -4.081 4.400 -3.518 0.042 -1.098 -0.954 -0.597
C -2.299 -4.264 2.449 0.729 0.327 -0.418 -1.661
C -3.189 -4.254 1.239 -0.145 1.999 -0.925 1.393
C -3.720 -2.801 0.979 -0.885 -0.480 0.494 -0.817
C -4.216 -2.506 -0.395 1.789 -1.311 -0.644 -0.728
C -3.154 -3.029 -1.339 -0.718 0.595 -2.123 -1.213
C -2.766 -4.549 -1.355 -0.146 3.360 -0.028 1.072
N -2.409 -4.807 0.046 -0.832 -0.447 -0.405 0.412
O -1.930 -6.063 0.257 0.165 1.054 0.538 -0.321
C -3.945 -5.413 -1.824 -0.213 -0.816 0.593 -1.374
C -1.523 -4.683 -2.330 -0.316 -1.096 1.396 -1.667
C -4.419 -5.073 1.457 -0.727 -1.694 0.007 -1.826
H -1.606 -3.466 2.181 0.751 -0.341 0.597 0.441
H -1.833 -5.243 2.561 0.185 0.258 0.230 0.421
H -2.791 -3.955 3.371 -0.288 -0.183 -0.228 0.368
H -4.708 -2.687 1.424 0.554 -0.115 1.716 0.299
H -3.019 -2.037 1.316 -0.033 -0.097 0.084 0.365
H -4.358 -1.427 -0.461 -0.188 -0.167 -0.460 0.384
H -5.098 -3.071 -0.695 -0.504 0.390 0.580 0.365
H -2.267 -2.395 -1.336 0.152 -0.178 0.089 0.420
H -3.693 -2.855 -2.270 0.847 -0.134 -0.835 0.423
H -4.859 -5.206 -1.268 0.138 0.124 -0.055 0.321
H -4.194 -5.343 -2.883 0.506 0.230 0.014 0.436
H -3.677 -6.447 -1.608 -0.200 -0.291 -0.338 0.426
H -0.722 -4.054 -1.940 0.054 -0.193 -0.102 0.402
H -1.277 -5.741 -2.248 0.593 0.050 -0.156 0.443
H -1.678 -4.481 -3.389 -0.652 0.291 0.307 0.363
H -5.156 -5.031 0.656 -0.025 0.349 0.253 0.386
H -4.812 -4.697 2.402 -0.301 -0.276 -0.129 0.484
H -4.160 -6.126 1.566 -0.067 -0.111 0.309 0.448
H -2.687 -6.598 0.008 -0.198 -1.235 -0.353 0.438
C 6.466 3.135 1.603 -0.055 1.454 0.040 -1.606
C 5.979 1.838 0.938 1.053 -1.911 0.157 1.444
C 5.422 0.840 2.009 -0.829 1.133 -0.285 -1.143
C 3.945 1.130 2.336 1.544 -1.182 -0.681 -0.721
C 3.101 1.249 1.083 0.245 0.773 1.225 -0.957
C 3.564 2.387 0.145 -1.188 -1.904 -0.506 1.332
N 4.956 2.193 -0.150 2.199 0.995 2.154 0.508
O 5.556 3.028 -1.121 -1.292 -1.357 1.419 -0.311
C 2.766 2.147 -1.149 0.099 0.016 -0.923 -1.913
C 3.249 3.766 0.725 0.504 1.008 -0.276 -1.656
C 7.188 1.055 0.270 -1.139 -0.032 -0.765 -1.846
H 6.037 3.348 2.582 -0.698 -0.242 -0.160 0.339
H 6.227 3.954 0.925 0.265 0.243 0.271 0.357
H 7.528 3.200 1.840 0.181 -0.617 -0.617 0.447
H 5.656 -0.177 1.694 -0.465 -0.065 -0.080 0.467
H 5.873 0.969 2.993 0.893 0.192 -0.395 0.359
H 3.929 2.049 2.922 -0.330 -0.068 0.095 0.314
H 3.679 0.274 2.955 -0.672 0.304 0.141 0.382
H 2.156 1.565 1.524 -0.579 -0.242 -0.877 0.421
H 3.038 0.334 0.494 -0.136 -0.099 0.334 0.447
H 3.052 2.825 -1.953 -0.420 0.430 0.185 0.473
H 2.939 1.162 -1.583 0.348 -0.235 0.340 0.447
H 1.697 2.144 -0.936 0.069 0.523 -0.001 0.406
H 3.667 3.899 1.723 0.198 0.058 -0.209 0.357
H 3.661 4.469 0.001 0.202 0.364 0.364 0.404
H 2.187 4.006 0.783 -0.139 -0.649 -0.141 0.434
H 7.796 0.484 0.972 0.058 0.782 0.483 0.440
H 7.791 1.635 -0.429 0.021 0.122 0.323 0.392
H 6.733 0.234 -0.284 -0.121 0.026 -0.403 0.520
H 5.480 2.426 -1.865 0.302 0.134 -1.189 0.391
```
Forces are in eV/Å.

---

# 4
A 5-piece molecular cluster, H9O4S overall. Source: OMol25; level of theory: ωB97M-V with the def2-TZVPD basis set.

Total energy, a.u.: -704.61260
Net charge: -1

XYZ file:
```
14
Properties=species:S:1:pos:R:3:forces:R:3:mulliken_charge:R:1
S 0.520 -0.636 -0.211 0.008 0.120 -0.055 -0.831
H 1.808 -0.496 0.144 -0.050 -0.275 0.024 -0.055
H -0.805 -2.612 -1.667 0.036 0.194 0.243 0.293
H -2.014 -2.974 -0.812 0.132 0.134 0.156 0.318
O -1.669 -3.044 -1.704 -0.085 -0.220 -0.327 -0.652
H -0.244 1.800 -0.298 -0.357 0.032 -0.100 0.220
H -1.602 1.612 -0.854 -0.026 0.101 0.035 0.329
O -1.048 2.316 -0.497 0.097 -0.140 0.007 -0.619
H -0.646 0.723 2.739 -0.101 0.192 0.171 0.300
H -0.413 -0.441 1.855 0.146 -0.355 -0.294 0.332
O -0.783 -0.227 2.731 -0.064 0.142 0.182 -0.632
H 3.063 1.416 -0.375 0.041 -0.059 -0.089 0.322
H 1.610 1.589 -0.032 0.398 0.019 -0.206 0.281
O 2.413 2.108 -0.237 -0.176 0.116 0.251 -0.605
```
Forces are in eV/Å.

---

no.,Kohn-Sham gap (eV)
1,10.94
2,10.40
3,1.39
4,8.09